{"formula": "C10H30N2O4", "method": "the ωB97M-V functional and the def2-TZVPD basis", "de_lowest_kj_mol": 245.8, "gap_ha": 0.3420, "homo_energy_ha": -0.32169, "max_force_ev_per_a": 3.265, "e_tot_ev": -22022.7231, "elements": ["O", "O", "O", "O", "N", "N", "C", "C", "C", "C", "C", "C", "C", "C", "C", "C", "H", "H", "H", "H", "H", "H", "H", "H", "H", "H", "H", "H", "H", "H", "H", "H", "H", "H", "H", "H", "H", "H", "H", "H", "H", "H", "H", "H", "H", "H"], "coordinates": [[1.061470, 5.196240, 10.289160], [-3.149450, 3.798340, 7.886200], [3.427270, 4.518670, 11.613600], [-0.375190, 9.128750, 10.911550], [2.409330, 10.411810, 11.771960], [-2.180510, 3.818130, 10.928680], [-0.605200, 10.572320, 11.005650], [3.187600, 8.186990, 11.854190], [1.512970, 4.333790, 9.197450], [-3.007340, 4.870940, 8.787130], [2.131690, 9.038200, 11.361510], [-3.439460, 4.395810, 10.275920], [0.659180, 8.562560, 11.681350], [-3.270290, 4.079150, 6.493410], [-3.775010, 5.634190, 11.144380], [4.756290, 4.499400, 11.227000], [-4.670320, 6.208500, 10.906300], [-3.673850, 5.697990, 8.542480], [-3.731680, 5.402740, 12.208640], [0.607310, 7.494390, 11.470600], [-2.032950, 5.359110, 8.806200], [4.947770, 5.554070, 11.029260], [-2.662330, 4.947150, 6.238320], [4.053990, 8.199240, 11.192890], [2.715870, 7.210370, 11.962720], [-2.890270, 3.166340, 6.034660], [0.364900, 8.660970, 12.726250], [3.494870, 8.421400, 12.873370], [-2.976340, 6.367740, 11.034260], [5.369040, 3.880460, 11.882400], [1.549530, 4.839360, 11.034830], [2.275860, 4.894990, 8.657880], [-1.987510, 2.947530, 10.454440], [3.159770, 3.608230, 11.759030], [0.737580, 3.994110, 8.510800], [-1.484950, 4.433640, 10.531870], [2.200960, 8.974090, 10.275600], [0.276830, 10.996420, 10.525790], [-1.335520, 10.909930, 10.270300], [-4.257010, 3.680580, 10.366190], [2.159520, 3.516230, 9.516330], [4.988510, 4.033150, 10.269510], [-0.699940, 10.997300, 12.004910], [1.707760, 11.049490, 11.423730], [2.282840, 10.506900, 12.769480], [-4.281250, 4.419380, 6.269160]], "atomic_forces_ev_per_a": [[-0.2280, -1.4758, -1.1561], [0.3453, -0.2299, 0.3498], [-1.2216, -0.8508, 0.3713], [-1.0899, 1.3658, -0.3853], [-0.1326, 0.7146, -0.1320], [-1.4243, 0.2859, -0.7800], [1.8772, -1.0171, -1.3454], [0.6484, -2.0048, 1.4670], [1.1088, 1.2030, 0.2813], [-2.4268, -0.2472, 1.3441], [-2.5973, 1.8174, -0.7802], [2.1601, 1.1587, 0.1593], [0.7062, -0.1706, 0.1476], [0.5387, 0.7138, 1.3052], [0.6842, 0.2875, -0.2773], [0.9051, 0.2033, -1.1418], [-0.2984, -0.4746, -0.1398], [-0.4736, 0.0806, -0.3967], [-0.3515, -0.3247, -0.0975], [-0.0370, -0.0475, -0.2105], [0.5306, -0.4621, 0.0691], [0.9941, -0.0981, 0.7584], [0.5054, -0.0996, -0.2229], [-0.0182, -0.2174, 0.1980], [0.7228, -0.6054, -0.3673], [-0.5273, 0.3003, -0.5455], [0.4746, 0.2674, 0.5229], [0.1529, 0.3154, 0.0205], [0.3106, 0.0790, -0.1788], [0.3679, 0.9173, 0.6788], [0.0455, 0.4767, 0.2843], [-0.3317, 0.3981, -0.5906], [-0.0170, -0.4363, -0.0386], [-0.1726, -0.1491, 0.1999], [-0.1977, 0.1389, 0.3949], [0.7178, 0.1449, 0.4755], [-0.2767, 0.3563, -0.2565], [0.1263, 0.4946, 0.2643], [-0.7811, -0.6713, 0.5873], [0.1516, -0.0890, -0.6842], [-0.6695, -0.4991, 0.5113], [-0.7122, -0.2530, -0.5879], [-0.3463, -0.3436, 0.0990], [0.2640, -0.0029, -0.2812], [0.2911, -0.2985, 0.4059], [-0.2979, -0.6511, -0.2999]]}